# C5H5N3O2

A single C5H5N3O2 molecule at a distorted geometry (wB97M-V/def2-TZVPD, the OMol25 dataset).

Geometry as XYZ:
```
15
Properties=species:S:1:pos:R:3
O -4.076 -0.649 -0.929
C -2.991 -1.006 -0.572
C -1.818 -0.150 -0.413
C -0.622 -0.675 -0.093
O -0.325 -1.902 0.402
C 0.715 0.307 0.066
N 1.829 -0.285 0.542
C 2.689 0.754 0.586
N 2.042 1.852 0.108
N 0.801 1.596 -0.176
H -2.926 -2.149 -0.225
H -2.017 0.804 -0.679
H 0.631 -1.935 0.274
H 3.728 0.603 0.944
H 2.340 2.834 0.166
```

Results
HOMO = -9.33 eV
E = -13829.4492 eV
SMILES = O=C/C=C(\O)c1nc[nH]n1
gap between HOMO and LUMO = 9.76 eV
energy relative to the best compared isomer or geometry (same formula, charge and spin) = 32.1 kcal per mole

Here are the natural (NBO) charges for atoms 1 to 8, given in e: number 1, O, carries -0.534; number 2, C, carries 0.406; number 3, C, carries -0.422; number 4, C, carries 0.392; number 5, O, carries -0.647; number 6, C, carries 0.245; number 7, N, carries -0.514; number 8, C, carries 0.156



# C12H18B2ClF4N8O6Ru

A molecular structure, C12H18B2ClF4N8O6Ru at a distorted geometry (wB97M-V/def2-TZVPD, the OMol25 dataset).

Geometry as XYZ:
```
52
Properties=species:S:1:pos:R:3
Ru -0.069 -0.525 0.151
C 0.808 -1.630 4.173
C 0.798 -1.285 2.734
N -0.270 -1.219 2.010
O -1.486 -1.293 2.560
B -1.975 0.133 2.874
F -3.161 0.020 3.487
F -0.955 0.797 3.512
O -2.252 0.864 1.546
N -1.243 1.041 0.711
C -1.276 2.065 -0.088
C -2.262 3.160 0.030
C -0.194 2.046 -1.108
N 0.382 0.893 -1.204
O 1.522 0.761 -1.890
B 2.710 1.007 -0.973
F 2.435 2.102 -0.181
F 3.827 1.016 -1.701
O 2.825 -0.210 -0.003
N 1.808 -0.431 0.795
C 2.025 -0.944 1.976
C 3.382 -1.136 2.531
C 0.211 3.240 -1.877
H -0.145 -1.378 4.626
H 1.618 -1.118 4.689
H 0.967 -2.707 4.285
H -3.071 2.881 0.697
H -2.654 3.429 -0.951
H -1.761 4.045 0.438
H 4.135 -1.067 1.753
H 3.446 -2.097 3.043
H 3.579 -0.357 3.275
H -0.653 3.848 -2.139
H 0.766 2.954 -2.765
H 0.873 3.843 -1.246
N -0.452 -5.063 -2.953
C 0.820 -5.115 -2.572
N 1.626 -6.050 -3.043
N 1.363 -4.249 -1.695
C 0.869 -3.178 -1.266
N 0.528 -2.151 -0.807
H -0.829 -5.725 -3.612
H -1.099 -4.444 -2.493
H 1.318 -6.755 -3.692
H 2.598 -6.032 -2.778
Cl -5.161 -1.005 -0.915
C -4.347 -2.182 -0.037
C -2.529 -2.203 -0.751
O -2.376 -3.233 -1.308
O -2.052 -1.146 -0.398
H -4.668 -3.198 -0.227
H -4.073 -1.898 0.975
```

Results
HOMO (spin up / spin down) = -15.77 / -15.81 eV
total charge = +2
spin multiplicity = 2
E = -64257.0702 eV
gap between HOMO and LUMO (spin up / spin down) = 5.95 / 6.01 eV

Here are the natural (NBO) charges for atoms 1 to 8, given in e: number 1, Ru, carries 1.080; number 2, C, carries -0.697; number 3, C, carries 0.381; number 4, N, carries -0.070; number 5, O, carries -0.497; number 6, B, carries 1.253; number 7, F, carries -0.486; number 8, F, carries -0.524



# C3H6N4O

A single C3H6N4O molecule at a distorted geometry (wB97M-V/def2-TZVPD, the OMol25 dataset).

Geometry as XYZ:
```
14
Properties=species:S:1:pos:R:3
N 1.722 -0.569 1.334
N 1.029 -0.569 0.202
C 1.286 0.215 -0.878
C 0.202 0.797 -1.415
C -0.924 0.433 -0.820
O -2.006 1.051 -1.112
N -0.441 -0.088 0.334
N -1.018 -0.935 1.493
H 1.833 0.262 2.014
H 1.329 -1.346 2.049
H 2.195 0.187 -1.431
H 0.227 1.439 -2.343
H -0.549 -0.607 2.431
H -1.414 -1.900 1.313
```

Results
HOMO = -8.87 eV
E = -11210.1150 eV
SMILES = Nn1ccc(=O)n1N
gap between HOMO and LUMO = 8.94 eV
energy relative to the best compared isomer or geometry (same formula, charge and spin) = 153.6 kcal per mole

Here are the natural (NBO) charges for atoms 1 to 8, given in e: number 1, N, carries -0.630; number 2, N, carries -0.089; number 3, C, carries 0.020; number 4, C, carries -0.319; number 5, C, carries 0.528; number 6, O, carries -0.607; number 7, N, carries -0.151; number 8, N, carries -0.736



# C22H40CrIN6SSb

A molecular structure, C22H40CrIN6SSb (wB97M-V/def2-TZVPD, the OMol25 dataset).

Geometry as XYZ:
```
72
Properties=species:S:1:pos:R:3
Cr -0.099 -0.590 0.526
C -0.165 2.586 3.185
C -0.137 1.081 3.495
N -0.978 0.229 2.621
C -2.412 0.571 2.696
C -2.865 1.710 1.775
N -2.143 1.754 0.500
C -1.783 3.116 0.083
C -0.910 3.838 1.134
N 0.040 2.952 1.790
H 0.584 3.044 3.835
H -1.124 2.987 3.518
H -0.474 0.970 4.531
H 0.884 0.711 3.449
H -0.910 -0.707 2.990
H -2.684 0.828 3.725
H -2.955 -0.328 2.435
H -2.729 2.660 2.281
H -3.941 1.606 1.627
H -2.702 1.318 -0.213
H -2.665 3.740 -0.117
H -1.225 3.043 -0.854
H -1.556 4.319 1.872
H -0.387 4.652 0.632
H 0.992 3.219 1.616
I -2.386 -1.944 0.245
C 4.608 -2.279 4.146
C 3.348 -2.039 3.373
C 2.251 -2.902 3.494
C 1.126 -2.596 2.781
N 1.075 -1.512 2.001
C 2.179 -0.738 1.903
S 1.955 0.588 0.817
N 3.308 -0.966 2.574
H 4.899 -3.330 4.110
H 4.450 -2.021 5.196
H 5.406 -1.658 3.753
H 2.288 -3.778 4.130
H 0.232 -3.209 2.822
C -3.648 0.757 -2.587
C -2.294 1.421 -2.858
Sb -0.617 0.424 -1.970
C 0.986 1.644 -2.727
C 0.665 2.399 -4.023
C -0.501 -1.239 -3.333
C -1.212 -1.042 -4.674
H -4.420 1.223 -3.204
H -3.966 0.860 -1.551
H -3.638 -0.309 -2.819
H -2.274 2.462 -2.538
H -2.055 1.396 -3.922
H 1.830 0.968 -2.874
H 1.263 2.331 -1.925
H 0.427 1.715 -4.841
H 1.524 2.997 -4.337
H -0.180 3.081 -3.902
H -0.912 -2.091 -2.796
H 0.561 -1.422 -3.483
H -2.290 -0.924 -4.549
H -1.054 -1.915 -5.311
H -0.839 -0.172 -5.220
C 2.468 -4.081 -1.898
C 2.840 -2.753 -2.013
C 2.088 -1.786 -1.377
N 0.999 -2.071 -0.639
C 0.643 -3.362 -0.542
C 1.344 -4.385 -1.148
H 3.037 -4.864 -2.386
H 3.707 -2.454 -2.589
H 2.364 -0.749 -1.449
H -0.242 -3.576 0.039
H 1.000 -5.403 -1.025
```

Results
HOMO (spin up / spin down) = -10.79 / -10.83 eV
total charge = +1
spin multiplicity = 4
E = -86295.1241 eV
gap between HOMO and LUMO (spin up / spin down) = 7.56 / 7.86 eV

Here are the Mulliken charges for atoms 1 to 8, given in e: number 1, Cr, carries 1.059; number 2, C, carries -1.137; number 3, C, carries -0.701; number 4, N, carries 0.074; number 5, C, carries -1.283; number 6, C, carries -0.786; number 7, N, carries 0.548; number 8, C, carries -0.010



# C5H9NO

A single C5H9NO molecule at a distorted geometry (wB97M-V/def2-TZVPD, the OMol25 dataset).

Geometry as XYZ:
```
16
Properties=species:S:1:pos:R:3
C 0.914 1.130 0.043
C 0.682 0.086 -1.045
N 0.867 -1.321 -0.658
C -0.484 -0.809 -0.883
C -1.266 -0.522 0.376
C -0.455 0.179 1.462
O -0.895 1.134 2.121
H 1.892 1.009 0.515
H 0.770 2.123 -0.355
H 0.153 1.399 0.884
H 0.995 0.365 -2.054
H 1.173 -1.877 -1.455
H -1.035 -1.159 -1.759
H -1.612 -1.442 0.860
H -2.126 0.117 0.160
H 0.427 -0.413 1.788
```

Results
HOMO = -9.35 eV
E = -8865.0568 eV
SMILES = C[C@H]1N[C@H]1CC=O
gap between HOMO and LUMO = 10.22 eV
energy relative to the best compared isomer or geometry (same formula, charge and spin) = 95.8 kcal per mole

Here are the natural (NBO) charges for atoms 1 to 8, given in e: number 1, C, carries -0.687; number 2, C, carries -0.080; number 3, N, carries -0.606; number 4, C, carries -0.078; number 5, C, carries -0.509; number 6, C, carries 0.414; number 7, O, carries -0.650; number 8, H, carries 0.228



# C16H29BrI2O9

8 unconnected molecules or ions with the total composition C16H29BrI2O9 (wB97M-V/def2-TZVPD, the OMol25 dataset).

Geometry as XYZ:
```
57
Properties=species:S:1:pos:R:3
C 4.176 -2.689 0.098
C 3.443 -1.339 0.016
I 1.980 -1.169 1.621
C 2.766 -1.121 -1.334
I 4.286 -0.622 -2.755
C 1.661 -0.102 -1.362
C 1.914 1.252 -1.120
C 0.875 2.160 -1.011
C -0.432 1.713 -1.153
C -0.695 0.368 -1.398
C 0.350 -0.535 -1.532
C -2.117 -0.068 -1.506
O -2.442 -1.002 -2.202
C -3.111 0.748 -0.723
C -4.349 0.154 -0.089
C -4.948 -1.117 -0.683
C -4.225 -2.390 -0.287
Br -4.690 -2.986 1.507
C -2.846 2.057 -0.596
C -1.585 2.648 -1.104
O -1.490 3.804 -1.463
H 5.246 -2.525 0.221
H 3.853 -3.291 0.942
H 4.007 -3.274 -0.806
H 4.146 -0.543 0.247
H 2.363 -2.080 -1.652
H 2.934 1.593 -0.994
H 1.064 3.207 -0.820
H 0.121 -1.575 -1.725
H -4.081 -0.064 0.952
H -5.099 0.944 -0.064
H -5.977 -1.195 -0.325
H -4.983 -1.058 -1.770
H -4.483 -3.204 -0.958
H -3.146 -2.288 -0.288
H -3.537 2.733 -0.106
O 1.115 4.648 -2.710
H 0.172 4.496 -2.540
H 1.145 5.514 -3.130
O 5.143 0.846 2.298
H 4.199 0.687 2.405
H 5.208 1.736 1.939
O 1.729 -4.898 1.725
H 1.350 -4.020 1.854
H 1.457 -5.395 2.505
O 4.466 -5.626 2.715
H 3.621 -5.403 2.301
H 4.345 -6.500 3.095
O 1.856 6.946 -0.488
H 1.892 6.410 -1.289
H 1.959 7.855 -0.785
O -1.106 0.827 2.193
H -1.204 1.532 2.840
H -0.656 1.236 1.445
O -6.255 0.720 2.722
H -5.615 1.359 2.394
H -5.774 -0.115 2.736
```

Results
HOMO = -9.46 eV
E = -121734.1740 eV
SMILES = C[C@H](I)[C@H](I)c1ccc2c(c1)C(=O)C(CCCBr)=CC2=O.O.O.O.O.O.O.O
gap between HOMO and LUMO = 8.01 eV

Here are the natural (NBO) charges for atoms 1 to 8, given in e: number 1, C, carries -0.651; number 2, C, carries -0.299; number 3, I, carries 0.046; number 4, C, carries -0.362; number 5, I, carries 0.126; number 6, C, carries -0.023; number 7, C, carries -0.192; number 8, C, carries -0.155